Entry 1:
A single C5H6O molecule in a non-equilibrium geometry, computed with ωB97M-V/def2-TZVPD.

XYZ file:
```
12
Properties=species:S:1:pos:R:3:forces:R:3:mulliken_charge:R:1
C 0.0498 1.0258 -0.1181 1.6 -1.3 -3.5 0.4370
C 0.4169 0.9499 -1.5976 -1.3 1.4 1.1 -0.6058
C 0.8212 -0.1178 -0.3519 0.0 -0.1 0.4 0.7015
C -1.2118 1.2679 0.6251 2.4 2.6 1.4 -1.0061
C 0.6262 -1.5731 -0.0291 4.7 0.4 -1.2 -1.2233
O 1.6256 0.2725 -1.4430 -0.5 -0.3 1.1 -0.2235
H -0.8212 1.7992 1.6262 -1.5 -0.7 -2.2 0.2398
H -1.5905 0.3609 0.8951 -1.2 -2.6 1.1 0.3323
H -1.9920 1.7613 0.0412 0.5 0.5 0.3 0.3192
H 1.2224 -1.7036 0.8670 0.0 -0.1 0.6 0.3672
H 1.1959 -2.2943 -0.7262 -1.6 1.3 0.6 0.2925
H -0.3427 -1.7488 0.2112 -2.9 -1.0 0.3 0.3693
```
Forces are in eV/Å.

Frontier orbital gap = 9.4830 eV
Highest occupied orbital energy = -8.61 eV
SMILES string = CC1=C2O[C@@]12C
E_tot = -269.1622 Ha
M = 82.102 g/mol
Relative energy (zero: lowest compared OMol25 entry of this formula, charge and spin) = 483.11 kJ/mol



Entry 2:
2 unconnected molecules or ions with the total composition CH2NO4P in a non-equilibrium geometry, computed with ωB97M-V/def2-TZVPD.

XYZ file:
```
9
Properties=species:S:1:pos:R:3:forces:R:3:mulliken_charge:R:1
C -0.9832 -2.4163 -0.9705 2.8 -2.0 -3.6 0.5175
N -1.6016 -1.8187 -0.2322 -3.4 2.8 4.1 -0.7794
O 1.9161 1.9430 1.1851 0.9 0.9 0.3 -0.7307
O -0.6609 2.3397 0.9882 1.2 -0.6 -1.0 -0.7344
O -0.3019 -2.9640 -1.8153 0.5 -0.9 -0.6 -0.7435
O 0.5020 0.0809 0.7195 -0.5 -3.0 0.8 -0.3805
P 0.6116 1.6066 0.5622 -0.6 2.4 0.2 0.5081
H 0.8565 1.5060 -0.8477 -0.5 1.0 -0.1 -0.0546
H -0.3386 -0.2771 0.4106 -0.5 -0.6 -0.1 0.3974
```
Forces are in eV/Å.

Frontier orbital gap = 8.1084 eV
Highest occupied orbital energy = -1.41 eV
E_tot = -736.4899 Ha
Charge = -2
M = 123.004 g/mol
Relative energy (zero: lowest compared OMol25 entry of this formula, charge and spin) = 10.33 kJ/mol



Entry 3:
A molecular structure, C29H37CaN8O4Se, computed with ωB97M-V/def2-TZVPD.

XYZ file:
```
80
Properties=species:S:1:pos:R:3:forces:R:3:mulliken_charge:R:1
Ca -1.3888 0.7802 0.4495 0.4 -0.1 0.2 2.3778
O -2.4674 0.9855 2.3778 -0.1 0.3 0.2 0.0118
C -2.7234 1.2480 3.6002 0.0 -0.1 0.3 -0.3104
C -3.2546 2.5148 3.9952 0.0 -0.1 -0.1 -0.4468
C -3.5719 2.8012 5.3002 0.0 0.0 0.0 -0.4674
C -3.4036 1.8490 6.3132 0.0 0.1 0.1 -0.7595
C -2.8993 0.6131 5.9725 0.0 -0.1 -0.1 -0.5940
C -2.5275 0.2935 4.6604 -0.1 0.3 -0.1 0.7245
C -1.9995 -1.0349 4.4006 0.1 -0.2 -0.1 -0.5869
N -1.3156 -1.3630 3.3805 -0.1 0.0 0.1 0.0342
C -0.9506 -2.7403 3.1845 -0.1 -0.1 0.0 -0.9079
C -1.5190 -3.2449 1.8549 0.1 0.0 0.1 -0.9978
N -1.0413 -2.4767 0.7206 0.1 0.0 -0.1 0.4471
C -0.3934 -3.1321 -0.1617 -0.1 -0.1 0.2 -0.2988
C 0.0894 -2.6756 -1.4537 0.0 0.2 -0.1 0.9266
C 0.5313 -3.6638 -2.3464 0.0 0.1 0.0 -0.8043
C 0.8206 -3.3985 -3.6691 0.0 -0.1 0.0 -1.1140
C 0.6480 -2.0866 -4.1347 0.0 0.0 0.1 -0.3177
C 0.2679 -1.0825 -3.2815 -0.1 0.1 0.1 -0.4245
C -0.0037 -1.3091 -1.8920 -0.1 -0.3 -0.4 -0.5043
O -0.3531 -0.3542 -1.1386 0.2 0.0 -0.1 -0.4361
H -3.4126 3.2437 3.2080 0.0 0.0 0.0 0.4033
H -3.9725 3.7791 5.5456 0.0 0.0 0.0 0.3853
H -3.6700 2.0776 7.3375 0.0 0.0 0.0 0.3663
H -2.7697 -0.1450 6.7405 0.0 0.0 0.0 0.3168
H -2.2353 -1.7933 5.1680 0.0 0.0 0.0 0.1149
H -1.3115 -3.3911 3.9986 0.0 0.0 0.0 0.4795
H 0.1412 -2.8203 3.1408 0.0 0.0 0.0 0.2470
H -2.6084 -3.1468 1.9029 0.0 0.0 0.0 0.2754
H -1.2833 -4.3163 1.7524 0.0 0.0 0.0 0.3869
H -0.2106 -4.2081 0.0080 0.0 0.0 0.0 0.0086
H 0.6054 -4.6839 -1.9794 0.0 0.0 0.0 0.3169
H 1.1260 -4.1918 -4.3411 0.0 0.0 0.0 0.3845
H 0.8115 -1.8600 -5.1831 0.0 0.0 0.0 0.4896
H 0.1181 -0.0703 -3.6443 0.0 -0.1 0.0 0.4745
N -3.5053 -0.3302 -0.2053 -0.2 0.1 -0.1 -0.3301
N -4.2974 0.5746 -0.9421 0.1 -0.1 0.0 -0.4675
C -3.8901 1.9422 -1.0077 -0.3 0.2 0.0 0.5153
O -4.7818 2.7315 -1.3341 0.2 -0.1 0.0 -0.7827
O -2.6700 2.1789 -0.7559 -0.1 0.1 -0.1 -0.8354
H -3.4038 -1.2007 -0.7091 0.0 0.0 0.0 0.2413
H -3.8703 -0.4956 0.7282 0.0 0.0 0.0 0.2320
H -5.2951 0.4891 -0.8293 0.0 0.0 0.0 0.2229
N -0.1855 3.0637 0.5392 -0.2 0.1 -0.1 -0.3132
C 0.8459 3.5021 1.4850 -0.1 0.0 0.1 -0.9479
C 0.5229 2.9856 2.8975 0.1 0.1 0.0 0.4137
C 1.4944 1.9478 3.4659 0.0 0.0 0.0 -0.9884
C 1.8542 0.8039 2.5190 0.0 0.1 0.1 -0.6542
N 0.6926 0.2557 1.8402 -0.1 -0.2 0.0 0.5197
H 0.0174 3.3414 -0.4150 0.1 0.0 0.0 0.1174
H -1.0773 3.5066 0.7508 0.0 0.0 0.0 0.2257
H 0.9293 4.5955 1.5043 0.0 0.0 0.0 0.3404
H 1.8101 3.1219 1.1426 0.0 0.0 -0.1 0.3603
H -0.4881 2.5764 2.8847 0.0 -0.1 0.0 -0.5236
H 0.5013 3.8233 3.6005 -0.1 0.0 0.0 0.4957
H 1.0620 1.5431 4.3868 0.0 0.0 0.0 0.3826
H 2.4265 2.4425 3.7612 0.0 0.0 0.0 0.4035
H 2.4006 0.0462 3.0986 0.0 0.0 0.0 0.3701
H 2.5497 1.1677 1.7607 -0.1 0.0 0.0 0.0537
H 0.1005 -0.3005 2.4619 0.0 0.0 0.0 -0.3086
H 0.9543 -0.3281 1.0520 0.2 -0.1 0.0 0.0356
C 4.3274 -1.7547 -2.6454 0.0 0.0 0.0 -1.0754
N 3.6909 -0.6001 -3.2402 -0.1 0.0 -0.1 0.3395
C 3.1658 0.4302 -2.5261 0.0 0.0 -0.2 -0.6992
Se 3.3012 0.6992 -0.7455 0.0 0.1 0.2 -0.1811
N 2.5443 1.2457 -3.4206 0.1 -0.1 -0.1 0.2380
C 2.6448 0.7319 -4.7026 0.1 0.0 0.0 0.4673
C 2.1559 1.1574 -5.9249 0.0 0.0 0.1 -0.9394
C 2.4597 0.3806 -7.0355 0.0 0.0 0.0 -0.4444
C 3.2302 -0.7741 -6.9241 0.0 -0.1 0.0 -0.6436
C 3.7169 -1.2030 -5.6960 0.0 0.0 0.0 -0.5080
C 3.4034 -0.4368 -4.5873 -0.1 0.0 0.0 0.6395
H 3.8876 -1.9209 -1.6646 0.0 0.0 0.0 0.3383
H 5.4015 -1.5958 -2.5348 0.0 0.0 0.0 0.2834
H 4.1336 -2.6243 -3.2698 0.0 0.0 0.0 0.3732
H 1.9826 2.0193 -3.1127 0.0 0.0 0.0 0.2519
H 1.5523 2.0516 -6.0096 0.0 0.0 0.0 0.4383
H 2.0884 0.6785 -8.0076 0.0 0.0 0.0 0.3803
H 3.4458 -1.3548 -7.8117 0.0 0.0 0.0 0.3635
H 4.2982 -2.1111 -5.6083 0.0 0.0 0.0 0.3990
```
Forces are in eV/Å.

Frontier orbital gap = 7.0070 eV
Highest occupied orbital energy = -4.69 eV
E_tot = -4945.6098 Ha
Charge = -1
M = 680.705 g/mol
Relative energy (zero: lowest compared OMol25 entry of this formula, charge and spin) = 0.00 kJ/mol



Entry 4:
2 unconnected molecules or ions with the total composition C6H12ClN2 in a non-equilibrium geometry, computed with ωB97M-V/def2-TZVPD.

XYZ file:
```
21
Properties=species:S:1:pos:R:3:forces:R:3:mulliken_charge:R:1
C -4.2440 0.4452 0.7434 1.6 1.6 0.4 0.4211
C 0.0210 -0.1466 1.2999 0.1 0.3 -0.1 -1.5244
C 0.8328 -1.5113 -0.7087 -5.8 -0.9 0.5 -1.6267
C 2.2641 0.2494 0.0939 -2.7 0.5 1.5 -1.8629
C 0.1242 1.0400 -0.9210 2.5 -0.3 -0.7 -0.8450
C 0.7295 -0.1490 -0.0579 2.7 1.3 0.5 1.6673
N -1.1489 0.5423 -0.9261 -1.7 -2.2 -2.0 0.0067
N -2.0665 0.9084 -0.2429 -1.9 -1.7 -0.9 -0.3439
Cl -5.0364 -0.7362 0.1810 -0.6 -1.4 -0.8 0.3077
H 0.7728 -0.3587 2.0427 -0.1 0.2 0.7 0.4437
H -0.6314 0.7374 1.5126 1.4 -0.1 0.1 0.2699
H -0.7281 -0.8981 1.3456 -0.4 -1.2 0.0 0.4019
H 0.7921 -1.5715 -1.7661 0.5 0.5 -1.2 0.3776
H 1.5655 -2.1295 -0.3254 1.7 -0.9 0.8 0.5017
H -0.1761 -2.0919 -0.4471 1.9 0.9 -0.5 0.2702
H 2.3046 0.8352 0.9834 0.7 0.4 0.7 0.4865
H 2.7298 0.7561 -0.6735 0.3 1.6 -2.1 0.4860
H 2.8456 -0.6031 0.1249 1.1 -1.9 0.9 0.4521
H 0.7000 0.8178 -1.8594 -1.2 0.8 0.4 0.4589
H 0.3059 2.0714 -0.5057 -0.2 -1.0 -0.2 0.3902
H -1.9564 1.7927 0.1063 0.3 3.4 2.0 0.2616
```
Forces are in eV/Å.

Frontier orbital gap (alpha / beta) = 6.5003 / 6.4967 eV
Highest occupied orbital energy (alpha / beta) = -13.36 / -13.36 eV
E_tot = -804.9551 Ha
Charge = +1
M = 147.629 g/mol
Relative energy (zero: lowest compared OMol25 entry of this formula, charge and spin) = 847.75 kJ/mol



Entry 5:
A single C3H4N2OS molecule in a non-equilibrium geometry, computed with ωB97M-V/def2-TZVPD.

XYZ file:
```
11
Properties=species:S:1:pos:R:3:forces:R:3:mulliken_charge:R:1
C -0.5320 -1.0022 0.5298 1.0 -0.7 -0.7 -0.1121
C -1.8340 0.3809 -0.4409 4.1 -1.8 0.4 -0.3366
C 0.1943 -0.3595 -0.4202 4.7 0.3 0.9 0.0463
N -1.8214 -0.5937 0.4168 -0.4 -0.1 1.0 -0.5586
N -0.5771 0.5677 -1.0187 -0.7 1.8 -0.4 -0.1501
O 2.4726 0.6037 0.8521 -1.4 3.0 -2.8 -0.4113
S 2.1620 -0.2226 -0.5318 -3.2 -0.5 0.0 0.0427
H -0.0795 -1.7209 1.2107 -0.8 0.0 -0.1 0.3450
H -2.6772 0.8141 -0.7039 -3.6 2.4 -1.5 0.5109
H -0.1292 1.4469 -1.3920 -1.2 -1.6 0.3 0.3036
H 2.8215 0.0855 1.4981 1.4 -2.7 2.8 0.3202
```
Forces are in eV/Å.

Frontier orbital gap = 9.5192 eV
Highest occupied orbital energy = -9.03 eV
SMILES string = OSc1cnc[nH]1
E_tot = -699.5937 Ha
M = 116.145 g/mol
Relative energy (zero: lowest compared OMol25 entry of this formula, charge and spin) = 205.84 kJ/mol



Entry 6:
2 unconnected molecules or ions with the total composition C2H5O2 in a non-equilibrium geometry, computed with ωB97M-V/def2-TZVPD.

XYZ file:
```
9
Properties=species:S:1:pos:R:3:forces:R:3:mulliken_charge:R:1
O -5.5686 1.2680 -1.5601 2.5 -2.4 -0.4 -0.6487
H -5.0678 0.3672 -1.4936 -1.7 2.1 0.1 0.3300
C 2.6189 0.5937 0.6260 1.7 1.0 -1.2 -0.6203
C 2.6004 -0.8234 0.4330 -0.2 -0.9 -0.8 0.2325
O 1.8658 -1.5270 1.1048 0.3 -0.3 -0.5 -0.4459
H 3.5676 1.0762 0.3633 -0.3 0.0 0.1 0.2755
H 1.7923 1.2778 0.7204 -0.4 -0.5 0.5 0.3094
H 3.2804 -1.2666 -0.4559 -1.0 0.8 1.9 0.2489
H -4.8791 1.7177 -2.0874 -0.7 0.3 0.3 0.3187
```
Forces are in eV/Å.

Frontier orbital gap (alpha / beta) = 10.7476 / 8.7281 eV
Spin multiplicity = 2
Highest occupied orbital energy (alpha / beta) = -9.85 / -10.09 eV
Expectation value of S² = 0.76
E_tot = -229.5827 Ha
M = 61.060 g/mol
Relative energy (zero: lowest compared OMol25 entry of this formula, charge and spin) = 58.57 kJ/mol



Which of these has the highest E_tot? C2H5O2